DFT (the ωB97M-V functional and the def2-TZVPD basis) results for C48H75N11 as an isolated structure.

Structure (XYZ):
```
134
Properties=species:S:1:pos:R:3:forces:R:3:mulliken_charge:R:1
N 19.851939 -0.064970 -12.050646 -2.2 -3.3 -4.7 0.69
C 18.511719 -0.294715 -11.843395 -0.8 1.3 -2.0 -1.41
C 18.060361 -1.344611 -12.618861 0.8 2.4 -3.5 0.60
C 19.164606 -1.634629 -13.490791 0.2 -1.5 0.7 -1.94
C 20.270596 -1.024385 -12.939048 0.3 0.8 -1.2 -0.48
H 20.477825 0.594591 -11.610931 -0.8 -0.8 -1.2 -1.57
H 17.912221 0.188159 -11.085881 1.4 -0.1 -1.1 -0.62
H 17.052739 -1.725433 -12.696720 0.3 0.0 0.0 0.61
H 19.184550 -2.346912 -14.302373 0.0 -0.1 0.1 0.47
H 21.313219 -1.059494 -13.218523 -0.1 0.1 -0.3 0.62
N 18.006486 4.966125 -6.860506 -0.2 -0.9 1.2 0.08
C 16.999558 4.016625 -6.935504 -0.2 2.6 1.9 -1.51
C 16.931109 3.643118 -8.224396 -1.6 -0.1 0.1 -0.41
C 17.996512 4.198372 -8.922090 1.7 0.3 0.3 2.21
C 18.663066 4.995505 -8.021583 0.9 0.2 -1.1 -2.14
H 18.379837 5.383389 -6.019916 -0.3 -0.2 -0.1 0.30
H 16.371390 3.978526 -6.057805 -0.3 -0.6 -0.3 0.45
H 16.239876 2.908451 -8.610211 -1.4 2.4 0.9 0.17
H 18.274435 4.039998 -9.953631 0.0 0.0 1.4 -0.22
H 19.610061 5.510119 -8.090777 -0.2 0.1 -0.2 0.65
N 21.210455 3.468884 -9.478364 -0.8 3.2 5.0 -0.04
C 21.250861 4.760417 -9.890932 0.9 1.2 2.8 0.72
C 22.024948 5.417908 -8.885128 -0.5 0.8 -2.1 -1.68
C 22.493190 4.475439 -7.955035 -0.6 1.4 0.8 -2.00
C 21.889639 3.323083 -8.291877 -0.7 -1.5 -0.3 1.00
H 20.728149 2.744524 -9.990992 0.7 1.6 2.4 2.14
H 20.781131 5.117078 -10.795669 0.8 -0.3 0.7 -0.94
H 22.313411 6.458449 -8.906265 -0.1 0.1 -0.1 0.44
H 23.086600 4.707578 -7.083044 0.0 -0.2 -0.1 0.53
H 21.759075 2.384831 -7.773211 1.3 1.2 -0.6 -0.48
N 16.549499 -1.012653 -9.980481 -1.2 2.7 2.0 0.02
C 16.023256 -0.235294 -10.975698 -1.0 -0.3 1.2 -0.94
C 16.280493 1.082237 -10.657112 -3.3 -0.4 -1.7 -0.65
C 16.856738 1.198507 -9.443505 -4.0 -5.6 3.3 0.14
C 17.063279 -0.119833 -8.980485 -1.1 -1.1 -1.0 -0.18
H 16.495902 -2.020718 -9.948199 0.1 0.2 0.4 0.39
H 15.477388 -0.720394 -11.771375 0.1 0.4 -0.1 0.56
H 15.953536 1.917278 -11.258925 1.0 -1.3 2.2 0.37
H 16.951513 2.124228 -8.895380 1.1 -2.2 -0.6 -0.40
H 17.541972 -0.527433 -8.102348 -0.1 0.2 -0.1 0.05
N 20.335475 0.313450 -5.730264 -0.6 0.0 -0.8 0.12
C 18.974052 0.506419 -5.828968 0.7 1.7 -0.7 -2.33
C 18.792067 1.428432 -6.908184 -1.6 -2.4 1.7 0.00
C 20.011393 1.612304 -7.538071 -0.5 0.5 1.3 1.78
C 20.936053 0.979747 -6.773146 1.1 -1.1 0.5 -1.41
H 20.743769 -0.391488 -5.133225 0.2 0.4 -0.2 0.26
H 18.387124 0.150455 -4.995186 -0.4 0.1 -0.4 0.43
H 17.830272 1.772226 -7.259125 0.4 -0.1 0.5 0.76
H 20.157109 2.111359 -8.484703 -0.3 0.1 2.2 -0.42
H 21.995241 0.935483 -6.979459 0.0 -0.5 0.5 0.58
N 17.264271 3.741860 -13.567321 -4.8 -1.8 3.0 0.56
C 16.911526 2.592192 -12.785492 -1.0 2.6 -1.8 0.44
C 15.554102 2.734068 -12.545462 -0.5 1.9 -2.2 -0.58
C 15.105703 3.977021 -13.118771 0.3 -1.0 -0.7 -1.20
C 16.204443 4.544814 -13.765160 -1.4 -1.3 -0.1 -1.14
H 18.162991 3.865390 -14.011346 -1.9 -1.1 0.5 0.47
H 17.610671 1.804358 -12.546909 -0.6 0.7 0.0 -0.81
H 14.917674 1.989455 -12.090576 -0.6 0.7 -0.8 0.68
H 14.065442 4.267299 -13.117957 0.2 0.3 -0.1 0.47
H 16.282110 5.380441 -14.444920 0.0 0.2 0.4 0.51
N 18.933637 1.694484 -10.073590 7.1 0.8 -2.8 1.71
C 19.373350 2.567213 -11.030028 -0.7 -0.5 -0.2 1.56
C 20.684683 2.313334 -11.266912 1.2 -0.9 -3.8 -2.01
C 21.125055 1.204426 -10.570484 -0.1 -0.6 3.4 -0.97
C 20.005041 0.865963 -9.839710 -0.8 -0.5 1.7 -0.12
H 18.012654 1.599868 -9.669919 1.8 0.8 0.0 1.96
H 18.794950 3.344539 -11.507126 0.2 -0.6 0.4 -1.55
H 21.323276 2.920808 -11.891071 0.5 -0.8 0.6 1.03
H 22.073839 0.689931 -10.531742 -0.9 0.3 -0.2 0.55
H 19.859433 0.049375 -9.148051 0.2 0.3 -0.2 -0.32
N 18.911235 1.179496 -13.939341 -0.4 2.7 -4.1 -0.24
C 18.084393 1.423895 -15.040210 0.1 -1.3 0.7 -0.60
C 18.212163 2.707219 -15.458244 1.6 -1.4 -2.1 -1.57
C 19.227483 3.303717 -14.658464 3.2 -3.2 -2.9 -1.24
C 19.627469 2.323350 -13.747208 0.2 -0.7 -1.1 1.18
H 18.976630 0.308627 -13.431979 -0.3 1.1 -1.3 1.41
H 17.414923 0.627879 -15.331023 -0.1 0.2 -0.2 0.44
H 17.749892 3.131094 -16.337460 -0.2 0.1 0.3 0.49
H 19.584982 4.319841 -14.736618 0.0 -1.3 -1.1 1.42
H 20.291602 2.324141 -12.895545 -0.5 -0.1 -2.2 -1.05
N 24.051011 4.037957 -11.568359 -0.4 -1.0 0.9 -0.05
C 24.795358 3.182026 -12.338086 0.1 0.6 -0.5 -0.77
C 24.676202 1.927445 -11.832367 0.0 -0.6 -0.5 -1.16
C 23.785709 1.984769 -10.745172 0.4 0.9 0.9 -0.19
C 23.424530 3.310374 -10.527447 2.4 0.2 -2.0 -0.32
H 24.066005 5.042541 -11.671724 -0.2 -0.3 0.2 0.32
H 25.263547 3.511277 -13.253943 0.2 0.1 0.2 0.42
H 25.123245 1.025668 -12.223968 0.0 0.1 -0.1 0.46
H 23.474138 1.116318 -10.183823 0.8 0.6 0.3 0.99
H 22.806831 3.830366 -9.810189 2.8 -0.7 -1.6 1.30
C 20.582511 4.651933 -12.897740 0.1 2.2 0.1 -0.91
C 19.334904 5.504759 -13.319891 0.6 0.7 0.1 -0.47
N 18.911718 6.622958 -12.476574 -0.5 -1.9 0.3 -0.04
C 18.513126 6.091301 -11.120792 -1.3 2.8 -1.0 0.29
C 17.210306 5.252646 -11.239639 1.3 -0.1 0.9 -1.95
C 19.946840 7.622433 -12.452912 -0.5 1.1 1.2 0.00
C 19.376218 8.958515 -11.941335 0.1 -0.1 0.5 -1.44
H 21.357914 5.369571 -12.629696 0.2 -0.1 0.3 1.07
H 20.999708 4.084574 -13.729695 0.1 0.2 0.4 1.18
H 20.382022 3.994143 -12.052034 -0.1 1.7 -1.3 -0.83
H 19.567139 5.964675 -14.280428 0.2 0.2 -0.3 0.69
H 18.532792 4.799834 -13.538531 1.3 3.4 2.0 -0.98
H 18.298827 6.977218 -10.523019 -0.3 0.2 0.0 0.68
H 19.377383 5.718404 -10.571143 -0.7 -0.7 -0.3 0.29
H 17.645428 4.292380 -11.516508 -1.4 0.4 -0.2 0.44
H 16.419272 5.529526 -11.936550 0.9 0.6 0.3 0.82
H 16.761035 5.061022 -10.265196 -0.2 0.7 -0.5 0.57
H 20.679213 7.291893 -11.716386 0.9 0.2 -0.2 -0.01
H 20.354910 7.730149 -13.457889 0.2 -0.1 0.1 0.51
H 18.595877 9.337819 -12.601111 -0.1 -0.1 0.2 0.34
H 19.010134 8.791507 -10.928323 -0.6 -0.1 -0.2 0.30
H 20.069442 9.770027 -11.720038 0.6 -0.1 -0.7 0.42
C 18.404396 -6.221982 -9.675747 0.6 0.7 0.2 -1.32
C 19.251997 -4.909969 -9.709303 -0.5 0.2 -0.9 -0.38
N 18.791987 -3.759845 -8.929657 -1.3 -1.2 0.5 0.47
C 19.479441 -2.511149 -9.220676 0.2 -0.4 -1.1 -1.50
C 19.102370 -1.839371 -10.561608 0.6 -3.5 4.2 0.76
C 18.928974 -4.082115 -7.527404 -0.3 0.2 0.7 -0.54
C 17.917960 -3.331390 -6.694092 -0.2 -0.4 0.2 -1.00
H 17.444658 -6.098029 -10.177370 -0.1 0.2 0.4 0.28
H 18.294371 -6.609011 -8.662727 -0.3 0.0 -0.1 0.35
H 18.908731 -6.999530 -10.249470 0.3 0.1 0.0 0.42
H 20.289498 -5.068159 -9.414915 0.4 -0.5 -0.2 0.41
H 19.219276 -4.599391 -10.753608 0.4 0.1 -0.1 0.18
H 19.367805 -1.814520 -8.389803 -0.4 0.0 0.2 -0.13
H 20.539978 -2.762707 -9.211940 0.8 0.2 -0.1 0.32
H 19.357873 -2.452355 -11.425943 0.4 -0.2 0.8 0.70
H 18.045280 -1.603949 -10.685030 1.9 -1.7 1.9 -0.07
H 19.621979 -0.885684 -10.654235 -0.1 -2.7 1.8 0.47
H 19.919096 -3.843271 -7.139194 0.6 0.3 -0.2 0.32
H 18.853288 -5.140893 -7.279706 -0.3 -0.1 -0.5 0.46
H 17.810780 -2.312983 -7.067536 0.1 0.1 0.5 0.26
H 18.259670 -3.421948 -5.663012 -0.2 0.6 0.2 0.35
H 16.929640 -3.789955 -6.726482 0.0 -0.1 -0.2 0.34
```
Forces are in eV/Å.

The calculation puts the energy above the lowest of the compared OMol25 structures with the same formula, charge and spin at 30.758 eV. The calculation puts the HOMO-LUMO gap at 7.834 eV. The calculation puts the max |F| at 7.63 eV/Å. As for the total energy: -2475.10519 a.u.